[1]
# C24H23AlN8O5S2

C24H23AlN8O5S2 as an isolated structure (wB97M-V/def2-TZVPD, the Open Molecules 2025 dataset).

Positions of all 63 atoms, in Å:
S -17.3186 1.1068 5.8650
S -17.1604 -1.8323 4.9796
Al -16.1541 1.5620 8.1131
O -14.5701 7.0300 5.3499
O -13.0880 2.8684 5.9574
O -13.1433 5.2967 5.0314
O -17.3987 2.2761 9.3290
O -14.4582 1.5473 7.2270
N -15.3089 -1.6268 12.3609
N -15.1096 0.8622 9.6101
N -16.3396 5.5397 6.8669
N -13.7112 -0.4498 11.1247
N -17.5003 -1.1166 7.4571
N -17.3545 -0.1788 8.3898
N -13.0533 -1.8813 12.7639
N -16.2124 3.4431 7.4465
C -20.1819 -3.9965 4.6486
C -17.7056 2.6061 11.6470
C -16.9959 4.5399 7.4440
C -21.7781 -3.8875 6.4362
C -18.3515 4.5854 7.9877
C -21.1748 -4.5912 5.4018
C -15.0614 3.7754 6.8362
C -17.3987 -0.6093 6.2062
C -19.8081 -2.6466 4.8915
C -17.9414 -0.5489 9.5836
C -18.3274 -1.9755 9.7724
C -18.1755 2.1541 12.8656
C -14.1180 2.6607 6.6146
C -15.1027 5.0962 6.4299
C -14.5177 0.1993 10.3702
C -20.4612 -1.9093 5.8948
C -18.1124 0.3598 10.6567
C -14.0524 -1.3008 12.0790
C -18.5745 -0.0476 11.9265
C -17.7337 1.7794 10.4980
C -18.6911 -1.9920 4.0961
C -21.3916 -2.5571 6.6954
C -18.5889 0.8247 13.0200
C -14.2301 5.8919 5.5741
H -16.6695 6.4957 6.7177
H -18.9203 0.4567 14.0039
H -21.4996 -5.6049 5.1252
H -18.8905 5.4862 7.6616
H -13.3018 -2.4774 13.5489
H -18.3281 4.6188 9.0609
H -18.2026 2.7948 13.7608
H -19.3801 -2.0210 10.0502
H -18.8805 -1.0765 12.0858
H -22.6193 -4.3636 7.0021
H -12.9897 4.3568 5.4100
H -19.6864 -4.5768 3.8544
H -21.8925 -2.0384 7.5365
H -18.4726 -2.6247 3.2107
H -18.8868 3.6706 7.7323
H -18.9859 -0.9958 3.7211
H -16.1183 -1.1958 11.8912
H -18.1757 -2.4900 8.8203
H -17.7437 -2.4994 10.5464
H -20.2427 -0.8573 6.0578
H -15.4501 -2.2979 13.0954
H -12.1032 -1.5557 12.6369
H -17.2799 3.5988 11.4709

The orbital gap comes out at 6.816 eV. Its energy above the lowest of the compared OMol25 structures with the same formula, charge and spin is 0.551 eV. The calculation puts the LUMO energy at -0.59 eV.

[2]
# C12H24AsBrF3IN2O3P

C12H24AsBrF3IN2O3P as an isolated structure (wB97M-V/def2-TZVPD, the Open Molecules 2025 dataset).

Positions of all 48 atoms, in Å:
I -0.0175 -4.0097 0.8603
Br -0.8946 -0.8278 1.7355
As -0.2168 -1.7438 -0.3899
P 1.9358 -1.3050 0.3636
F -3.2599 -0.3164 -2.2371
F -2.9650 -4.2836 -0.8355
F 2.4572 -1.4640 -2.9327
O -0.1024 -0.1141 -1.2673
O -3.3167 -3.0521 1.0522
O -2.7121 -2.3744 -2.9961
N -2.0905 -1.9466 -0.7273
N 2.5830 -2.5834 1.1531
C -2.6102 -1.5940 -2.0031
C -1.1163 2.9146 2.3800
C -0.8488 0.9883 -0.7953
C 1.8488 -2.7512 -2.5506
C 2.8526 -3.7555 -1.8130
C 1.0759 2.8125 -0.9578
C 0.0311 2.0740 0.0659
C -0.9797 3.0853 0.7894
C 0.2691 2.6530 3.1562
C -1.6906 4.3438 2.9405
C -2.7559 -3.0589 -0.0796
C 0.3395 -2.6779 -2.0897
H -1.2617 4.4511 4.0027
H -1.8993 0.8244 -0.3787
H -2.0323 2.8840 0.3392
H 2.1523 2.4731 -0.6922
H 1.8589 -0.3018 1.4135
H 1.7652 -3.2472 -3.6070
H -1.8256 2.0398 2.5916
H 1.0369 3.9487 -0.8249
H 1.1538 3.1541 2.6162
H -1.0707 1.6240 -1.7567
H -0.1550 -2.1577 -3.0053
H 0.4694 1.5114 3.0733
H 0.6874 1.4466 0.7560
H 0.8997 2.4876 -2.0436
H 3.3003 -4.5630 -2.5099
H -1.2956 5.2135 2.3088
H 3.7513 -3.1162 -1.4492
H 0.2158 2.8962 4.2702
H -2.8336 4.3139 3.0246
H 2.7970 -2.2975 2.1204
H 2.8218 -0.7249 -0.5906
H -0.7226 4.1732 0.4777
H -0.0750 -3.7606 -2.0652
H 2.4456 -4.2858 -0.8926

The orbital gap comes out at 6.596 eV. Its charge is -1. Its energy above the lowest of the compared OMol25 structures with the same formula, charge and spin is 5.055 eV. The calculation puts the LUMO energy at 1.94 eV.

[3]
# C15H18F2N2O3

One molecule with the formula C15H18F2N2O3 (wB97M-V/def2-TZVPD, the Open Molecules 2025 dataset).

Positions of all 40 atoms, in Å:
F 6.7404 1.5287 0.0804
F 5.4070 2.7211 -1.1199
O 5.1897 0.4873 -1.0255
O -2.3025 -0.8538 -2.2991
O -3.9791 1.7981 -0.5719
N -1.0480 -0.3218 -2.0395
N -2.8710 -0.0145 0.2062
C 1.2774 -0.6720 -1.8563
C -3.1376 -0.6811 2.5529
C -2.7131 0.4240 1.5744
C -1.2259 0.7067 1.8914
C 2.3513 -1.5560 -1.9794
C 1.5282 0.6389 -1.4496
C -1.8367 -1.4000 2.8994
C 3.6349 -1.1440 -1.6931
C 3.8667 0.1642 -1.2803
C -0.8418 -0.2493 3.0260
C 2.8124 1.0617 -1.1657
C -3.4180 0.7408 -0.7595
C -0.0695 -1.1230 -2.1453
C 5.4711 1.6123 -0.3381
C -3.2999 0.1397 -2.1679
H 0.1932 -0.5800 2.9522
H -0.6272 0.5045 1.0012
H -0.9758 0.2411 3.9909
H -4.2360 -0.3597 -2.4287
H -3.3322 1.3186 1.6687
H -3.1281 0.9638 -2.8686
H -0.2016 -2.1655 -2.4401
H 0.6993 1.3238 -1.3697
H -2.4099 -0.8739 -0.0505
H -3.5598 -0.2313 3.4514
H -1.9143 -1.9892 3.8115
H 4.8217 1.7930 0.5410
H -1.5410 -2.0651 2.0858
H -3.8868 -1.3378 2.1133
H 2.9809 2.0886 -0.8815
H 4.4743 -1.8138 -1.7841
H 2.1755 -2.5719 -2.3006
H -1.0683 1.7471 2.1680

The orbital gap comes out at 9.048 eV. The structure (SMILES) is O=C(CO/N=C/c1ccc(OC(F)F)cc1)NC1CCCC1. Its energy above the lowest of the compared OMol25 structures with the same formula, charge and spin is 1.694 eV. The calculation puts the LUMO energy at 0.16 eV.

[4]
# C3H7NO3

One molecule with the formula C3H7NO3 (wB97M-V/def2-TZVPD, the Open Molecules 2025 dataset).

Positions of all 14 atoms, in Å:
O -2.0171 0.0555 0.7359
O -0.3283 1.8770 0.1993
O -0.6025 -1.7569 0.1429
N 1.2122 0.1356 0.4592
C -0.9943 -0.5106 -0.2532
C -0.0242 0.6382 -0.3166
C 2.2844 -0.0559 -0.1553
H 0.2776 0.7931 -1.3638
H 2.4091 0.0891 -1.2355
H 3.1788 -0.2643 0.4231
H -2.8193 -0.4750 0.6618
H -1.5067 -0.6352 -1.2158
H -0.9474 1.7754 0.9365
H -0.1225 -1.6661 0.9814

The orbital gap comes out at 10.523 eV. The structure (SMILES) is C=N[C@H](O)C(O)O. Its energy above the lowest of the compared OMol25 structures with the same formula, charge and spin is 2.767 eV. The calculation puts the LUMO energy at 0.81 eV.

[5]
# C4H5NO2

One molecule with the formula C4H5NO2 (wB97M-V/def2-TZVPD, the Open Molecules 2025 dataset).

Positions of all 12 atoms, in Å:
O 0.9708 -1.2478 2.1101
O -1.6865 -0.9640 -0.1785
N 0.9764 0.3099 0.5072
C -0.5027 1.0414 -1.4018
C -0.9858 -1.2889 0.7842
C 0.4091 -0.7245 1.1574
C 0.6458 0.8439 -0.7403
H 1.8277 0.6146 0.9546
H 1.5445 1.1382 -1.2512
H -1.2041 -2.1578 1.4668
H -0.4291 1.5067 -2.3894
H -1.5662 0.9284 -1.0192

The orbital gap comes out at 8.777 eV. The structure (SMILES) is C=CNC(=O)C=O. Its energy above the lowest of the compared OMol25 structures with the same formula, charge and spin is 1.795 eV. The calculation puts the LUMO energy at -0.41 eV.

[6]
# C22H27NO4

One molecule with the formula C22H27NO4 (wB97M-V/def2-TZVPD, the Open Molecules 2025 dataset).

Positions of all 54 atoms, in Å:
O 2.1965 -0.2938 2.0569
O -2.1168 0.4820 1.0670
O -2.4528 -1.7221 1.3035
O 0.8484 -1.0007 -1.5677
N 2.8225 0.5285 0.0124
C 4.4054 -1.8919 0.6632
C 0.5374 0.2504 0.3518
C -0.3737 -0.9761 0.3930
C -6.9327 0.9060 -0.1512
C -5.8689 0.9669 0.9457
C 4.9940 -0.5189 0.5107
C 2.2209 0.9889 -1.2308
C -1.2516 -0.1489 -1.7776
C -1.7517 -0.7982 0.9838
C 6.3661 -0.3441 0.6571
C -7.2034 -0.5103 -0.6450
C -3.4353 0.7481 1.5502
C -0.4174 0.8837 -1.8147
C 4.8358 1.8415 0.0033
C 3.8911 -2.4522 -0.6650
C 1.9346 0.1026 0.9456
C -0.4676 -1.2847 -1.1532
C -4.4744 0.6027 0.4426
C 0.8452 0.3688 -1.1707
C 4.2273 0.6042 0.1883
C 6.9711 0.8856 0.4795
C 6.2018 1.9862 0.1455
H -3.3999 1.7728 1.9260
H -2.2791 -0.2136 -2.0742
H -4.4593 -0.4307 0.0946
H 4.6778 -2.4228 -1.4172
H 6.6601 2.9532 0.0028
H -0.7648 -2.2995 -1.3977
H -6.1470 0.2888 1.7549
H -7.4752 -1.1565 0.1865
H 5.1776 -2.5594 1.0518
H -0.5784 1.8941 -2.1322
H -8.0226 -0.5092 -1.3603
H 4.2272 2.6992 -0.2423
H 6.9735 -1.2013 0.9102
H 3.5822 -3.4866 -0.5325
H -5.8419 1.9797 1.3554
H 2.1542 2.0821 -1.2724
H -3.6594 0.0582 2.3699
H 0.0591 1.1383 0.7659
H 2.7949 0.6253 -2.0859
H -6.6221 1.5322 -0.9907
H -4.1976 1.2536 -0.3904
H 3.5941 -1.8653 1.3913
H -7.8609 1.3234 0.2454
H 0.1080 -1.8229 0.8867
H -6.3288 -0.9302 -1.1343
H 8.0397 0.9847 0.5983
H 3.0368 -1.8915 -1.0340

The orbital gap comes out at 9.513 eV. The structure (SMILES) is CCCCCOC(=O)[C@@H]1[C@H]2C(=O)N(c3ccccc3CC)C[C@]23C=C[C@H]1O3. Its energy above the lowest of the compared OMol25 structures with the same formula, charge and spin is 1.095 eV. The calculation puts the LUMO energy at 0.67 eV.

[7]
# C3H4FNO2S

C3H4FNO2S as an isolated structure (wB97M-V/def2-TZVPD, the Open Molecules 2025 dataset).

Positions of all 12 atoms, in Å:
S -2.7833 -0.5711 -0.0051
F 0.7878 1.3965 -0.0727
O 0.7269 -1.5087 -0.8253
O -0.2787 -0.7164 1.2825
N 1.7586 -0.7733 -0.1140
C -0.7273 1.1167 -0.3766
C 1.0975 -0.3802 0.9325
C -1.2475 -0.0804 0.4716
H 1.7082 0.0982 1.7378
H -1.5208 2.2264 0.0542
H 1.3092 -1.8527 -1.3860
H -0.8305 1.0449 -1.6988

The orbital gap comes out at 8.703 eV. Its energy above the lowest of the compared OMol25 structures with the same formula, charge and spin is 6.278 eV. The calculation puts the LUMO energy at -0.82 eV.

[8]
# C10H12N2O

One molecule with the formula C10H12N2O (wB97M-V/def2-TZVPD, the Open Molecules 2025 dataset).

Positions of all 25 atoms, in Å:
O -0.9358 3.0797 1.1171
N 2.2512 -1.7126 0.3079
N 0.0608 -0.8118 -0.3675
C 2.2971 -1.1083 1.5857
C 2.9563 -2.8000 -1.3840
C -2.2134 2.2195 -0.7626
C 3.2405 -2.4465 -0.1071
C -0.7753 -0.0549 -0.8082
C 1.2726 -1.4853 -0.6783
C -2.2298 2.6366 0.7208
C -3.0881 1.2075 -1.3849
C -1.7622 0.7586 -0.9394
C 1.7934 -2.1979 -1.7616
H 1.4080 -2.5692 -2.7520
H 2.7661 -1.6565 2.3535
H 2.8402 -0.1386 1.7033
H 1.3570 -0.8674 2.0756
H 3.6029 -3.4434 -2.0476
H -3.2501 1.3540 -2.3952
H -0.2386 2.5171 0.8007
H -1.7812 2.9433 -1.4593
H -2.4267 1.6509 1.3304
H -3.9324 0.7525 -0.9533
H -2.9436 3.3804 0.9687
H 3.9284 -2.5755 0.7278

The orbital gap comes out at 8.363 eV. The structure (SMILES) is Cn1cccc1N=C=C1C[C@H]1CO. Its energy above the lowest of the compared OMol25 structures with the same formula, charge and spin is 5.649 eV. The calculation puts the LUMO energy at 0.76 eV.

Q: Which value of energy above the lowest of the compared OMol25 structures with the same formula, charge and spin does entry 2 give?
A: 5.055 eV

Q: What is the formula in the second record?
A: C12H24AsBrF3IN2O3P

Q: Which of these has the highest LUMO?
A: C12H24AsBrF3IN2O3P